{
  "formula": "C49H89F3O19",
  "method": "ωB97M-V with the def2-TZVPD basis set",
  "orbital_gap_ev": 9.5847,
  "charge": 0,
  "homo_ha": -0.33465,
  "de_lowest_kcal_mol": 52.7,
  "species": ["C", "C", "C", "O", "C", "H", "H", "H", "H", "H", "H", "H", "H", "C", "C", "C", "O", "C", "H", "H", "H", "H", "H", "H", "H", "H", "C", "C", "C", "O", "C", "H", "H", "H", "H", "H", "H", "H", "H", "C", "C", "C", "O", "C", "H", "H", "H", "H", "H", "H", "H", "H", "C", "C", "C", "O", "C", "H", "H", "H", "H", "H", "H", "H", "H", "C", "C", "C", "O", "C", "H", "H", "H", "H", "H", "H", "H", "H", "C", "C", "C", "O", "C", "H", "H", "H", "H", "H", "H", "H", "H", "C", "C", "C", "O", "C", "H", "H", "H", "H", "H", "H", "H", "H", "C", "C", "C", "O", "C", "H", "H", "H", "H", "H", "H", "H", "H", "C", "C", "C", "O", "C", "H", "H", "H", "H", "H", "H", "H", "H", "C", "C", "O", "C", "O", "O", "F", "H", "H", "H", "C", "C", "O", "C", "O", "O", "F", "H", "H", "H", "C", "C", "O", "C", "O", "O", "F", "H", "H", "H"],
  "coordinates": [[-6.0767, 15.6558, 17.5087], [-5.9816, 15.7976, 19.0454], [-6.3502, 14.4462, 19.5562], [-6.2239, 13.5297, 18.4914], [-6.4455, 14.1974, 17.2698], [-5.0399, 15.7907, 17.0994], [-6.7288, 16.3858, 16.9851], [-6.6539, 16.5459, 19.4011], [-4.9769, 16.1102, 19.3376], [-7.3291, 14.3831, 19.9135], [-5.6454, 14.1426, 20.3227], [-7.5153, 14.1010, 17.0806], [-5.9202, 13.6675, 16.4663], [-16.1142, 8.3019, 19.2911], [-15.3340, 9.2083, 18.3828], [-15.3237, 10.4732, 19.2244], [-15.1430, 10.0241, 20.5795], [-15.6784, 8.6391, 20.6832], [-16.1243, 7.2222, 19.1416], [-17.1209, 8.6474, 19.2697], [-15.7628, 9.3956, 17.4282], [-14.2885, 8.9664, 18.2046], [-16.3191, 11.0031, 19.2007], [-14.5264, 11.2063, 18.9428], [-16.5214, 8.7197, 21.3338], [-14.9861, 7.9936, 21.1227], [-13.7616, 8.9704, 24.0255], [-12.9590, 10.2257, 24.2063], [-13.6347, 11.0037, 25.3660], [-14.9537, 10.5644, 25.3151], [-15.0206, 9.2044, 24.9109], [-13.1579, 8.0709, 24.3675], [-14.1055, 8.8590, 23.0316], [-13.1756, 10.7817, 23.3157], [-11.8978, 9.9728, 24.2648], [-13.6463, 12.1187, 25.3090], [-13.1878, 10.6099, 26.2971], [-15.9214, 9.0834, 24.3181], [-15.2112, 8.5716, 25.7485], [-12.3105, 13.5701, 22.5407], [-13.6118, 13.7148, 21.7785], [-13.0616, 13.7440, 20.3296], [-11.8416, 14.4824, 20.4572], [-11.3320, 14.4540, 21.8111], [-11.8854, 12.5749, 22.5499], [-12.3074, 13.8093, 23.5862], [-14.1381, 14.6136, 21.9603], [-14.3132, 12.9027, 21.9676], [-13.5486, 14.4505, 19.6461], [-12.8858, 12.8593, 19.6888], [-11.3081, 15.4499, 22.2337], [-10.3236, 14.0390, 21.8023], [-17.1535, 14.0914, 20.3131], [-17.5172, 15.5686, 20.4001], [-17.0038, 16.1405, 19.0783], [-16.1430, 15.1821, 18.5081], [-16.6485, 13.8671, 18.8734], [-18.0292, 13.4507, 20.5379], [-16.4033, 13.9393, 21.0792], [-16.8526, 15.9096, 21.1575], [-18.5987, 15.7626, 20.6192], [-16.3890, 17.0186, 19.3476], [-17.8015, 16.3358, 18.3319], [-15.8519, 13.1221, 18.8387], [-17.5245, 13.5812, 18.3228], [-11.6809, 14.9593, 16.9222], [-10.9044, 15.3626, 15.6729], [-11.9895, 15.7473, 14.6970], [-13.1408, 14.9317, 15.0156], [-13.0093, 14.4125, 16.3807], [-11.9172, 15.8260, 17.5041], [-11.2270, 14.2363, 17.6522], [-10.3805, 14.4912, 15.3041], [-10.1663, 16.2099, 15.8167], [-11.7814, 15.4535, 13.7060], [-12.1263, 16.8101, 14.6870], [-12.8822, 13.2966, 16.3213], [-13.8798, 14.7399, 16.8660], [-9.1499, 10.6114, 22.7498], [-7.6724, 10.6002, 22.2209], [-7.3037, 12.0214, 22.5628], [-7.8474, 12.3028, 23.8200], [-9.1451, 11.7166, 23.8217], [-9.4826, 9.5860, 23.1406], [-9.8078, 10.9056, 21.9809], [-7.6866, 10.3315, 21.1945], [-7.0008, 10.0072, 22.7560], [-7.6598, 12.6870, 21.7526], [-6.2639, 12.2526, 22.6259], [-9.9200, 12.4985, 23.5866], [-9.3173, 11.3235, 24.7855], [-6.5558, 8.6292, 17.6560], [-7.5567, 8.8188, 18.8542], [-8.8299, 8.1014, 18.3898], [-8.5724, 7.5179, 17.1020], [-7.1709, 7.3774, 16.8549], [-5.5455, 8.4178, 18.1158], [-6.5388, 9.5148, 16.9453], [-7.7575, 9.8664, 19.0075], [-6.9940, 8.4050, 19.6284], [-9.6616, 8.7980, 18.2502], [-9.2147, 7.3487, 19.0633], [-6.9103, 7.3992, 15.7948], [-6.7390, 6.5142, 17.3397], [-10.0964, 10.4552, 13.5159], [-10.5993, 10.0928, 12.1146], [-9.8138, 8.7225, 12.0598], [-9.8179, 8.1972, 13.3698], [-10.2575, 9.1598, 14.2992], [-10.6170, 11.3497, 13.9478], [-9.0457, 10.6888, 13.2986], [-10.2429, 10.7086, 11.2680], [-11.6791, 9.9246, 12.0250], [-8.8222, 8.9424, 11.6103], [-10.3533, 7.9287, 11.4311], [-9.6841, 9.0313, 15.1868], [-11.3059, 9.0863, 14.5857], [-10.2760, 11.3487, 17.7397], [-10.1927, 11.3283, 19.2736], [-11.1982, 10.2891, 19.6604], [-12.2640, 10.3480, 18.7411], [-11.8108, 10.8915, 17.5182], [-9.5491, 10.6857, 17.2932], [-10.1044, 12.3687, 17.3676], [-10.4630, 12.3183, 19.6540], [-9.1890, 11.1376, 19.6877], [-11.6595, 10.4764, 20.6667], [-10.7345, 9.2240, 19.5177], [-12.4209, 11.7608, 17.3673], [-11.9114, 10.2843, 16.6464], [-11.6629, 5.0694, 21.3873], [-11.6496, 6.2794, 20.4627], [-10.7476, 7.1770, 21.0887], [-10.7062, 6.8195, 22.4719], [-10.2985, 7.5541, 23.3286], [-11.2502, 5.6286, 22.6470], [-12.8696, 6.9524, 20.3157], [-10.9031, 4.2976, 21.1368], [-12.6341, 4.6071, 21.4723], [-11.3224, 6.2047, 19.4186], [-14.6641, 12.1201, 13.5280], [-15.4174, 12.1814, 14.9326], [-14.6888, 11.2051, 15.7225], [-14.1320, 10.3097, 14.8669], [-13.7823, 9.2184, 15.2596], [-13.9483, 10.8940, 13.6427], [-16.6844, 11.7116, 14.8556], [-14.1265, 13.0650, 13.3891], [-15.4165, 11.9089, 12.7516], [-15.4497, 13.2277, 15.2513], [-13.3226, 6.3837, 16.2980], [-11.8285, 6.1869, 16.5194], [-11.7485, 5.0326, 17.2844], [-12.9450, 4.8009, 17.9392], [-13.1829, 4.1351, 18.9105], [-13.9073, 5.5248, 17.2606], [-11.4287, 7.2535, 17.4124], [-13.5497, 6.1030, 15.2992], [-13.5747, 7.4490, 16.4296], [-11.1415, 6.0642, 15.6899]],
  "forces_ev_per_angstrom": [[1.70, 0.45, -1.00], [0.17, 0.73, -0.96], [1.59, -0.69, -0.07], [0.94, -0.72, -0.13], [-1.12, -0.13, 0.21], [-0.91, 0.16, 0.20], [0.26, -0.53, 0.49], [-0.51, 0.58, 0.32], [-0.09, -0.18, -0.02], [-1.76, 0.14, 0.82], [-0.13, -0.27, 0.32], [-0.32, 0.14, -0.43], [0.10, 0.29, 0.25], [-0.13, -0.84, 0.14], [0.96, 0.71, 0.35], [-0.53, 0.76, 0.53], [0.28, -0.87, -0.12], [-0.17, 2.72, -0.53], [0.25, 0.06, -0.41], [-1.13, 0.03, -0.49], [-0.64, -0.03, -0.80], [0.10, -0.51, 0.21], [0.68, -0.41, -0.28], [-0.52, -0.74, 0.40], [-0.68, -0.13, 0.61], [1.50, -0.84, 0.47], [-0.04, -1.79, 2.47], [0.05, 0.93, -0.41], [1.04, -1.04, 0.15], [-1.40, 0.22, -0.01], [0.02, 0.64, -1.07], [-0.89, 0.85, -0.54], [0.06, -0.33, -1.07], [0.46, 0.66, -0.65], [-0.04, 0.54, 0.24], [0.30, -0.96, 0.04], [0.10, 0.70, 0.11], [-0.22, 0.23, -0.28], [0.64, -0.66, 0.92], [0.70, -0.05, 0.63], [0.49, -2.00, -1.25], [0.11, 1.77, -0.82], [1.41, 0.15, 0.49], [-0.46, -0.43, -0.95], [-0.43, -0.64, -0.46], [-0.50, 0.42, 0.67], [-0.28, 1.18, 0.34], [0.08, -0.19, -0.06], [-1.09, -0.44, 0.27], [-0.16, -0.42, 1.10], [0.02, 0.45, -0.14], [0.11, 0.06, 0.03], [-0.87, -0.98, 0.12], [-0.75, -0.34, -0.59], [-0.22, 0.55, -0.05], [0.33, -1.42, -0.19], [0.38, 1.29, 1.74], [0.58, 0.14, -0.08], [0.25, -0.61, -0.14], [-0.15, 0.96, 0.92], [1.09, 0.00, -0.16], [-0.45, -0.08, -0.84], [0.23, 0.38, 0.57], [-0.08, 0.29, -0.38], [-0.24, -0.15, -1.01], [-0.55, -0.25, 0.90], [0.89, 0.34, 0.37], [-0.31, -1.15, 0.39], [0.33, 0.33, 0.69], [1.93, -0.96, -1.90], [0.02, 0.71, 0.46], [-0.07, 0.65, -0.92], [0.38, -0.18, -0.20], [-0.79, -1.07, 0.02], [0.67, -0.12, -1.31], [-0.84, 0.70, 0.34], [-0.73, 0.93, -0.05], [-1.09, 0.07, 1.20], [0.97, -1.85, 1.55], [-1.92, 1.31, 0.69], [0.27, 0.87, -1.40], [-0.45, -0.06, 0.01], [-0.49, 0.60, -1.00], [0.47, 1.65, -0.55], [-0.72, 0.15, -1.12], [0.38, -0.01, -0.94], [0.67, -1.55, 0.93], [-0.42, 0.14, 0.34], [0.96, -0.20, 0.10], [0.63, -0.60, 0.28], [-0.29, -0.29, 1.22], [-0.15, -0.04, -0.96], [0.13, 0.14, -2.80], [0.12, 0.14, -0.52], [0.37, -0.35, -0.59], [0.54, 2.24, 2.02], [-0.88, 0.35, -1.03], [0.19, -0.93, 1.03], [0.14, 0.25, 0.26], [0.00, -0.72, 1.91], [0.44, -0.18, -0.21], [0.23, -0.39, 0.35], [-0.48, -0.04, 0.11], [-0.17, -0.79, -0.04], [-0.46, 1.81, -0.16], [0.72, -1.72, -0.24], [-2.02, -0.46, -1.79], [0.36, -0.82, -0.09], [-0.13, 1.18, -0.85], [0.52, -0.76, -0.16], [0.00, 0.14, 0.81], [-0.26, 0.05, 0.69], [0.19, 0.14, 0.21], [-0.18, -0.50, 0.66], [0.90, 1.21, 0.48], [0.67, 0.20, 0.76], [-0.35, -0.53, -0.19], [-1.46, 0.24, 0.34], [0.63, 0.80, -0.09], [0.07, -2.15, 0.82], [-0.19, -0.08, -0.58], [1.99, 1.43, 0.66], [0.01, -0.29, -0.30], [-0.04, -0.38, -0.10], [-0.24, -0.02, 0.05], [-0.37, -0.10, -0.33], [0.61, -0.64, -0.72], [-0.89, 1.92, 1.17], [-0.26, 0.64, -0.32], [-0.13, -1.06, -0.30], [0.61, -0.15, -0.21], [0.57, 1.43, -1.14], [-0.42, -1.11, 1.81], [0.01, 1.91, -0.55], [-0.21, -1.10, -0.98], [-0.28, -0.27, 0.10], [0.29, -0.76, 0.77], [-0.57, 0.59, -0.28], [-0.23, 0.04, 0.12], [0.19, -0.67, 0.57], [-2.30, -0.69, 1.47], [1.37, -0.45, -1.32], [-0.99, 1.52, -0.77], [0.87, -0.15, 0.76], [-0.38, 1.69, -1.59], [0.74, -1.06, 0.60], [-0.41, 0.01, -0.19], [0.58, -0.71, -0.10], [0.28, 0.64, 0.15], [0.28, -0.54, 0.95], [1.13, 0.72, 0.10], [-0.28, 1.00, 1.85], [-0.11, -1.12, 1.21], [-1.44, 0.96, -0.60], [1.05, 0.64, -1.52], [0.31, -0.57, 0.92], [-0.09, -1.04, -1.40], [-0.67, -0.52, -0.83], [-0.11, -0.72, 0.27], [0.07, 0.61, -0.02]]
}

***

{
  "formula": "C4Br3ClF6",
  "method": "ωB97M-V with the def2-TZVPD basis set",
  "orbital_gap_ev": 8.9792,
  "charge": 0,
  "homo_ha": -0.37270,
  "de_lowest_kcal_mol": 0.0,
  "species": ["C", "C", "C", "C", "F", "F", "F", "F", "F", "F", "Cl", "Br", "Br", "Br"],
  "coordinates": [[-0.2194, 0.8822, 0.9585], [0.3110, 0.9889, -1.2010], [0.1901, -0.2240, 1.8231], [-0.1349, -0.3487, -1.7980], [1.5233, -0.3852, 1.9007], [-0.1166, 0.0400, 3.1509], [-0.3740, -1.3971, 1.4396], [-1.4470, -0.6140, -1.5978], [0.6488, -1.2486, -1.1346], [0.1428, -0.4493, -3.0967], [-1.9231, 0.9185, 1.0813], [0.6286, 2.4611, 1.3879], [-1.0377, 2.3348, -1.6045], [2.0483, 1.5412, -1.4273]],
  "forces_ev_per_angstrom": [[-0.09, 0.91, -2.95], [-3.21, 0.35, 2.05], [1.67, -2.10, 2.26], [1.00, -0.22, 0.98], [-0.15, -0.22, -0.94], [-0.62, -0.44, -1.37], [0.49, 0.98, 0.61], [1.43, 0.07, -0.16], [-0.90, -0.25, -0.65], [-0.33, -0.03, 0.11], [-0.88, 0.32, -0.22], [0.43, 1.15, 0.98], [0.81, -0.24, -0.50], [0.35, -0.27, -0.19]]
}

***

{
  "formula": "C4BrClF2O2",
  "method": "ωB97M-V with the def2-TZVPD basis set",
  "orbital_gap_ev": [7.7850, 7.7832],
  "charge": 0,
  "homo_ha": [-0.32886, -0.32879],
  "de_lowest_kcal_mol": 0.0,
  "species": ["C", "C", "C", "C", "O", "O", "F", "F", "Cl", "Br"],
  "coordinates": [[0.3440, 0.4069, 0.8750], [1.3316, 0.3111, -0.1328], [-0.8257, -0.5338, 0.3088], [-0.7676, 0.0397, -1.0558], [0.1270, 1.2932, 1.6602], [2.3303, -0.0319, -0.6044], [-1.9521, -0.2583, 0.9852], [-0.4301, -0.7456, -2.0810], [-0.4725, -2.2731, 0.3928], [-1.7345, 1.5563, -1.5175]],
  "forces_ev_per_angstrom": [[-1.76, -0.13, 1.72], [0.40, -0.64, -2.29], [-0.07, -0.02, -0.04], [1.83, 0.07, 0.21], [0.27, -0.08, -0.33], [-0.38, 0.33, 0.42], [0.00, 0.01, 0.14], [-0.26, 0.02, 0.12], [0.08, 0.52, -0.09], [-0.11, -0.08, 0.12]]
}